# 1
{"formula": "Cl5HgIO20", "method": "ωB97M-V/def2-TZVPD", "species": ["Hg", "I", "Cl", "O", "O", "O", "O", "Cl", "O", "O", "O", "O", "Cl", "O", "O", "O", "O", "Cl", "O", "O", "O", "O", "Cl", "O", "O", "O", "O"], "xyz": [[0.50, -1.07, -0.25], [2.95, -4.03, 0.94], [4.41, 2.18, -0.21], [3.14, 1.65, -0.62], [4.87, 2.85, -1.45], [4.55, 3.07, 0.92], [5.29, 0.98, -0.14], [-2.01, 4.29, 0.36], [-1.72, 2.84, 0.27], [-0.83, 5.13, 0.19], [-2.82, 4.60, -0.80], [-2.68, 4.57, 1.72], [-0.12, -2.53, -5.25], [0.40, -1.55, -4.36], [-1.37, -3.07, -4.89], [-0.12, -1.95, -6.55], [0.88, -3.58, -5.35], [-4.42, -2.91, -0.19], [-5.17, -3.02, 1.00], [-4.04, -4.20, -0.75], [-4.89, -1.87, -0.99], [-3.14, -2.50, 0.12], [1.22, -0.03, 5.31], [1.67, -1.21, 5.81], [2.31, 0.91, 5.32], [1.07, -0.11, 3.85], [0.07, 0.56, 5.97]], "charge": -4, "total_energy_ev": -115791.83718, "de_lowest_kcal_mol": 60.3, "e_lumo_ev": 2.12, "gap_ev": 2.59}

# 2
{"formula": "ClCo", "method": "ωB97M-V/def2-TZVPD", "species": ["Co", "Cl"], "xyz": [[-26.50, -9.52, 14.27], [-28.87, -9.60, 14.75]], "spin_multiplicity": 4, "charge": 1, "total_energy_ev": -50137.82367, "de_lowest_kcal_mol": 2.1, "e_lumo_ev": [-8.25, -9.87], "gap_ev": [8.48, 6.67]}

# 3
{"formula": "ClCr2", "method": "ωB97M-V/def2-TZVPD", "species": ["Cr", "Cr", "Cl"], "xyz": [[-0.33, 1.53, -1.89], [0.14, -1.41, 1.91], [0.19, -0.12, -0.03]], "spin_multiplicity": 8, "charge": 6, "total_energy_ev": -69224.50679, "e_lumo_ev": [-41.89, -40.42], "gap_ev": [6.60, 8.09]}

# 4
{"formula": "ClFH2", "method": "ωB97M-V/def2-TZVPD", "species": ["H", "H", "F", "Cl"], "xyz": [[1.18, -0.88, 0.12], [-0.95, 1.08, 0.06], [0.91, -0.02, -0.10], [-1.14, -0.18, -0.08]], "total_energy_ev": -15270.62764, "de_lowest_kcal_mol": 45.1, "e_lumo_ev": 0.89, "gap_ev": 10.59}

# 5
{"formula": "ClFH4Si2", "method": "ωB97M-V/def2-TZVPD", "species": ["F", "Si", "Si", "Cl", "H", "H", "H", "H"], "xyz": [[3.03, 1.41, 0.04], [1.66, 0.48, -0.36], [-3.16, -1.04, -0.07], [2.29, -1.39, -0.09], [1.18, 1.04, -1.62], [0.77, 0.72, 0.82], [-1.69, -0.85, 0.32], [-4.09, -0.36, 0.96]], "total_energy_ev": -31059.53518, "de_lowest_kcal_mol": 45.3, "e_lumo_ev": -1.33, "gap_ev": 7.24}

# 6
{"formula": "ClFHOP", "method": "ωB97M-V/def2-TZVPD", "species": ["O", "F", "P", "Cl", "H"], "xyz": [[-1.14, 0.46, 0.07], [0.39, -2.00, -0.06], [0.01, -0.10, 0.89], [1.52, 0.91, -0.10], [-0.78, 0.73, -0.80]], "total_energy_ev": -26592.77876, "de_lowest_kcal_mol": 36.8, "e_lumo_ev": -0.46, "gap_ev": 10.84}

# 7
{"formula": "ClFN2O3", "method": "ωB97M-V/def2-TZVPD", "species": ["N", "N", "O", "O", "O", "F", "Cl"], "xyz": [[1.27, -0.27, 0.65], [-2.36, 0.70, 0.41], [1.26, 0.51, 1.51], [1.94, -0.40, -0.30], [-1.94, 0.56, -0.61], [0.07, -1.11, 0.70], [-0.47, 1.77, -1.26]], "total_energy_ev": -24354.27800, "de_lowest_kcal_mol": 34.7, "e_lumo_ev": [-1.48, -1.71], "gap_ev": [8.93, 8.45]}

# 8
{"formula": "ClFS2", "method": "ωB97M-V/def2-TZVPD", "species": ["F", "S", "S", "Cl"], "xyz": [[-0.94, 0.04, 0.26], [0.98, 0.66, -0.09], [2.48, -0.49, -0.05], [-2.52, -0.21, -0.13]], "total_energy_ev": -36905.98317, "de_lowest_kcal_mol": 85.9, "e_lumo_ev": -2.47, "gap_ev": 5.50}

- Which formula does entry 2 have?
  ClCo